#a
The following is a quantum chemistry calculation of the molecule C6H9FN2, from OMol25.

Orbital gap (eV): 9.1
SMILES string: CN1C(F)=C[C@@]2(C)CN12

Structure (ORCA input):
```
! wB97M-V def2-TZVPD RIJCOSX def2/J DEFGRID3
* xyz 0 1
C 0.22057 1.46481 0.01919
C 1.33698 0.70782 -0.06194
C -0.88246 -0.27550 -1.33150
C -0.95925 0.65418 -0.17167
C -2.22573 0.82258 0.60609
C 1.96991 -1.61762 0.49858
N 1.13362 -0.63978 -0.15900
N -0.20495 -0.94351 -0.24499
F 2.60686 1.13739 -0.01235
H 0.20751 2.50770 0.25959
H -1.79381 -0.79471 -1.60035
H -0.28505 0.03292 -2.18802
H -2.98884 1.30234 -0.00612
H -2.05410 1.42129 1.49705
H -2.59802 -0.15417 0.90527
H 1.31701 -2.39462 0.89551
H 2.66010 -2.06015 -0.22142
H 2.53964 -1.17097 1.31607
*
```


#b
The following is a quantum chemistry calculation of the molecule C6H9FN2, from OMol25.

Orbital gap (spin up / spin down) (eV): 7.5 / 7.6

Structure (ORCA input):
```
! wB97M-V def2-TZVPD RIJCOSX def2/J DEFGRID3
* xyz 0 1
C -0.01544 -1.40989 0.01931
C 1.32608 -0.89106 -0.04247
C -0.56115 0.95608 -0.15959
C -1.06288 -0.57699 -0.01378
C -2.51038 -0.84919 0.06518
C 3.11076 0.73266 0.07876
N 1.70027 0.37854 0.01499
N 0.90717 1.40851 0.01475
F 2.32723 -1.81439 -0.06128
H -0.09142 -2.48478 0.09285
H -0.83830 1.27611 -1.17273
H -1.13051 1.58165 0.53243
H -2.93060 -0.43375 0.98356
H -2.68888 -1.92289 0.05299
H -3.03715 -0.38226 -0.76900
H 3.32462 1.18984 1.04346
H 3.73581 -0.14614 -0.05674
H 3.32125 1.46095 -0.70128
*
```


Order of stability, best first: #a, #b